{
  "formula": "CH12NO4",
  "method": "ωB97M-V/def2-TZVPD",
  "energy_ha": -400.77887,
  "gap_ha": 0.4125,
  "homo_ha": -0.5566,
  "total_charge": 1,
  "e_above_lowest_kcal_mol": 0.39,
  "e_lumo_ev": -3.921,
  "elements": ["C", "N", "H", "H", "H", "H", "H", "H", "O", "H", "H", "O", "H", "H", "O", "H", "H", "O"],
  "positions_angstrom": [[-0.21943, 2.56911, 0.36180], [0.37688, 2.21364, -0.69489], [-0.33993, 3.59715, 0.65963], [-0.58803, 1.78118, 1.00509], [0.52161, 1.13631, -0.88861], [0.67396, 2.90312, -1.37309], [-0.46978, -2.00220, -3.83833], [0.93564, -1.47365, -4.12319], [0.21789, -1.43087, -3.48014], [0.71811, -0.91271, -1.71149], [-0.09656, -0.57575, -0.39493], [0.66474, -0.30072, -0.94738], [0.88682, -2.11131, 3.56792], [-0.12712, -1.26742, 4.35353], [0.22868, -1.41517, 3.47156], [-1.77945, -1.11535, 0.90853], [-0.57804, -1.01039, 1.94315], [-1.02598, -0.58498, 1.18082]]
}

---

{
  "formula": "CH12O4",
  "method": "ωB97M-V/def2-TZVPD",
  "energy_ha": -346.24401,
  "gap_ha": 0.4108,
  "homo_ha": -0.3970,
  "total_charge": 0,
  "e_above_lowest_kcal_mol": 12.65,
  "e_lumo_ev": 0.375,
  "elements": ["C", "H", "H", "H", "H", "O", "H", "H", "O", "H", "H", "O", "H", "H", "O", "H", "H"],
  "positions_angstrom": [[1.19633, -2.52042, 1.04410], [0.96371, -2.58366, -0.01598], [0.66714, -1.72190, 1.54273], [2.27531, -2.38315, 1.16324], [0.99778, -3.48752, 1.50541], [1.79436, 1.22949, 0.89148], [1.66417, 0.87872, -0.00075], [2.27360, 0.49462, 1.29619], [-2.80877, -0.68930, 0.36568], [-3.36565, -0.41763, -0.37322], [-2.16564, 0.04211, 0.41950], [1.04074, 0.31907, -2.70053], [1.11784, -0.20168, -3.51509], [0.09300, 0.33962, -2.51324], [-1.19528, 1.66761, 0.58407], [-0.42117, 1.62643, 1.15257], [-1.08372, 2.40615, -0.01805]]
}

---

{
  "formula": "CH12O4",
  "method": "ωB97M-V/def2-TZVPD",
  "energy_ha": -346.19975,
  "gap_ha": 0.4415,
  "homo_ha": -0.4263,
  "total_charge": 0,
  "e_above_lowest_kcal_mol": 40.43,
  "e_lumo_ev": 0.414,
  "elements": ["C", "H", "H", "H", "H", "O", "H", "H", "O", "H", "H", "O", "H", "H", "O", "H", "H"],
  "positions_angstrom": [[2.69164, -1.86426, -0.70997], [2.32482, -1.87581, 0.31570], [3.67342, -1.42546, -0.80597], [2.65625, -2.86130, -1.14245], [1.87056, -1.32825, -1.18537], [-1.19821, 2.19156, -1.30632], [-0.77256, 2.55083, -2.09254], [-0.59054, 1.47719, -1.04402], [-1.15005, -1.11112, 1.70764], [-1.84772, -0.59340, 1.26527], [-0.42296, -0.77621, 2.22250], [0.48803, 0.82978, 0.54068], [-0.07349, 0.14124, 0.89931], [0.58334, 1.68295, 0.15260], [-2.78881, 0.59895, 0.33307], [-2.52124, 1.27896, -0.30404], [-2.92249, 1.08433, 1.15391]]
}

---

{
  "formula": "CH12O4S2",
  "method": "ωB97M-V/def2-TZVPD",
  "energy_ha": -1142.57709,
  "gap_ha": 0.3338,
  "homo_ha": -0.3444,
  "total_charge": 0,
  "e_above_lowest_kcal_mol": 40.02,
  "e_lumo_ev": -0.287,
  "elements": ["C", "S", "S", "H", "H", "H", "H", "O", "H", "H", "O", "H", "H", "O", "H", "H", "O", "H", "H"],
  "positions_angstrom": [[-3.06354, 1.74539, 0.26745], [-2.09050, 1.07083, -1.14240], [-0.45686, 2.56862, -1.40326], [-3.51227, 0.89698, 0.81200], [-3.71625, 2.48254, -0.07590], [-2.41173, 2.13734, 1.11694], [0.73460, 2.36625, -0.79017], [0.55783, -2.12278, -1.01854], [-0.27318, -2.09928, -1.52453], [0.38308, -2.62242, -0.22200], [1.03597, -3.28331, 3.31731], [1.38630, -3.25348, 4.27482], [1.44844, -2.53812, 2.88432], [3.10113, -2.19222, 1.53479], [2.65046, -1.44996, 1.08563], [3.34771, -2.96215, 1.11809], [2.09299, -0.06726, 0.05745], [1.94314, -0.73873, -0.52290], [2.85539, 0.40199, -0.15858]]
}

---

{
  "formula": "CH12O4S2",
  "method": "ωB97M-V/def2-TZVPD",
  "energy_ha": -1142.59532,
  "gap_ha": 0.3248,
  "homo_ha": -0.3182,
  "total_charge": 0,
  "e_above_lowest_kcal_mol": 28.58,
  "e_lumo_ev": 0.180,
  "elements": ["C", "S", "S", "H", "H", "H", "H", "O", "H", "H", "O", "H", "H", "O", "H", "H", "O", "H", "H"],
  "positions_angstrom": [[-2.09261, 0.87388, 0.69688], [-2.42481, 0.29897, -0.98870], [-1.66602, -1.66029, -1.20418], [-1.72086, 1.90825, 0.70561], [-3.06018, 1.00534, 1.18183], [-1.37979, 0.29567, 1.27459], [-0.64513, -1.37636, -0.35596], [1.61274, -2.66643, -2.25865], [1.28781, -2.10925, -2.99890], [1.00258, -2.49311, -1.53060], [1.22044, 0.96913, -1.89369], [0.28719, 0.95392, -1.72219], [1.34129, 1.80027, -2.39738], [1.54669, 1.80866, 2.03276], [0.63647, 1.94014, 1.80702], [1.90988, 2.17300, 1.21397], [0.63994, -1.06977, 1.79989], [0.55167, -2.00986, 2.01413], [0.95268, -0.64217, 2.62355]]
}

---

{
  "formula": "CH13O6",
  "method": "ωB97M-V/def2-TZVPD",
  "energy_ha": -497.36654,
  "gap_ha": 0.3307,
  "homo_ha": -0.1949,
  "total_charge": -1,
  "e_above_lowest_kcal_mol": 25.28,
  "e_lumo_ev": 3.694,
  "elements": ["C", "O", "H", "H", "H", "H", "H", "O", "H", "H", "O", "H", "H", "O", "H", "H", "O", "H", "H", "O"],
  "positions_angstrom": [[-2.73707, 0.76718, -0.21378], [-1.38579, 0.49022, -0.01030], [-3.10807, -0.00289, -0.92852], [-3.52796, 0.65902, 0.53829], [-2.81272, 1.75067, -0.70987], [0.40602, -1.44297, 1.85540], [-0.46448, -2.45173, 1.31814], [0.47157, -2.37107, 1.49113], [1.75127, -2.73219, -0.18225], [0.86089, -2.69064, -1.47060], [1.74694, -2.78647, -1.14289], [0.54180, 2.55124, 0.51049], [-0.30242, 1.57091, -0.48572], [0.40337, 2.28834, -0.39298], [-0.61622, 0.40160, 2.72091], [-1.15534, 0.02020, 1.05206], [-0.99644, -0.35518, 2.22732], [2.24557, 1.10669, -1.82893], [1.77100, 2.37535, -1.46489], [2.38463, 2.00789, -2.16632]]
}